[1]
A molecular structure, C4H3BrO in a non-equilibrium geometry. Source: the Open Molecules 2025 dataset; level of theory: ωB97M-V/def2-TZVPD.

Computed properties:
HOMO energy	-0.3241	Eh
energy above the lowest of the compared OMol25 structures with the same formula, charge and spin	51.77	kcal/mol
2S+1	1
E_tot	-76282.6574	eV
LUMO energy	0.09	eV
gap between HOMO and LUMO	8.903	eV

Positions of all 9 atoms, in Å:
C 0.512 0.618 0.254
C 1.691 1.639 -0.990
C 0.887 2.539 -1.425
C -0.166 -0.364 -0.253
O 0.141 3.429 -1.541
Br 3.093 0.651 -1.691
H 0.643 1.013 1.238
H -0.157 -0.619 -1.299
H -0.779 -0.990 0.383

Löwdin population analysis, charges in e, atoms 1 to 4: C -0.033; C -0.658; C -0.333; C -0.033

[2]
A molecular structure, C4H3CaO4 in a non-equilibrium geometry. Source: the Open Molecules 2025 dataset; level of theory: ωB97M-V/def2-TZVPD.

Computed properties:
HOMO energy (alpha / beta)	-0.5892 / -0.5884	Eh
energy above the lowest of the compared OMol25 structures with the same formula, charge and spin	0.00	kcal/mol
2S+1	2
E_tot	-30804.5846	eV
⟨S²⟩	0.755
LUMO energy (alpha / beta)	-10.63 / -10.70	eV
gap between HOMO and LUMO (alpha / beta)	5.406 / 5.316	eV
charge	+2

Positions of all 12 atoms, in Å:
C -0.249 1.534 0.152
C -0.706 0.374 -0.306
H -0.906 2.390 0.003
O -0.009 -0.819 -0.087
C -0.681 -1.918 -0.092
O -0.580 -2.795 -0.907
Ca -1.233 -4.785 -1.537
O 2.040 0.967 0.783
C 1.074 1.881 0.749
O 1.276 2.985 1.193
H 1.738 0.069 0.595
H -1.766 0.118 -0.546

Löwdin population analysis, charges in e, atoms 1 to 4: C 0.102; C -0.040; H 0.156; O 0.062

[3]
A molecular structure, C4H3CaO4 in a non-equilibrium geometry. Source: the Open Molecules 2025 dataset; level of theory: ωB97M-V/def2-TZVPD.

Computed properties:
HOMO energy	-0.9178	Eh
energy above the lowest of the compared OMol25 structures with the same formula, charge and spin	23.61	kcal/mol
2S+1	1
E_tot	-30790.6613	eV
LUMO energy	-14.22	eV
gap between HOMO and LUMO	10.752	eV
charge	+3

Positions of all 12 atoms, in Å:
O 0.968 -0.440 -3.391
C 0.809 -1.450 -3.890
Ca 1.321 1.460 -2.319
C -0.881 0.497 1.705
C -0.607 0.751 0.279
O 0.346 0.091 -0.171
C 0.589 -1.163 1.073
O -0.179 -0.722 1.988
O 1.290 -2.061 0.872
H -1.957 0.358 1.892
H -0.471 1.305 2.334
H -1.230 1.375 -0.371

Löwdin population analysis, charges in e, atoms 1 to 4: O -0.142; C 0.236; Ca 1.854; C 0.036

[4]
A molecular structure, C4H3CdO in a non-equilibrium geometry. Source: the Open Molecules 2025 dataset; level of theory: ωB97M-V/def2-TZVPD.

Computed properties:
HOMO energy (alpha / beta)	-0.4883 / -0.4883	Eh
2S+1	1
E_tot	-10794.2704	eV
LUMO energy (alpha / beta)	-7.12 / -7.12	eV
gap between HOMO and LUMO (alpha / beta)	6.168 / 6.168	eV
charge	+1

Positions of all 9 atoms, in Å:
C 0.601 -2.616 -0.019
C 0.327 -1.367 0.320
C 0.057 -0.209 0.841
C -0.267 1.017 1.237
H 0.777 -3.365 0.757
H 0.614 -2.942 -1.060
H -0.473 2.775 0.329
O -0.456 1.837 0.091
Cd -0.156 0.508 -1.332

Löwdin population analysis, charges in e, atoms 1 to 4: C 0.037; C -0.199; C -0.204; C -0.109

[5]
A molecular structure, C4H3CdO4 in a non-equilibrium geometry. Source: the Open Molecules 2025 dataset; level of theory: ωB97M-V/def2-TZVPD.

Computed properties:
HOMO energy (alpha / beta)	-0.5999 / -0.6904	Eh
energy above the lowest of the compared OMol25 structures with the same formula, charge and spin	0.00	kcal/mol
2S+1	2
E_tot	-16926.7473	eV
⟨S²⟩	0.750
LUMO energy (alpha / beta)	-12.01 / -12.01	eV
gap between HOMO and LUMO (alpha / beta)	4.314 / 6.777	eV
charge	+2

Positions of all 12 atoms, in Å:
C -1.446 0.183 2.116
C -1.329 -0.799 -0.761
O -0.936 -0.865 2.341
O -1.804 0.782 1.014
C -1.249 0.440 -0.238
H -1.262 -0.907 -1.844
H -1.681 -1.657 -0.188
H -1.128 1.340 -0.840
O 2.858 0.750 -0.210
Cd 4.614 1.501 0.166
C 1.955 0.072 -0.546
O 1.408 -0.841 -1.009

Löwdin population analysis, charges in e, atoms 1 to 4: C 0.090; C 0.145; O 0.367; O 0.127

[6]
A single C4H3Cl2N molecule in a non-equilibrium geometry. Source: the Open Molecules 2025 dataset; level of theory: ωB97M-V/def2-TZVPD.

Computed properties:
HOMO energy (alpha / beta)	-0.2921 / -0.2923	Eh
energy above the lowest of the compared OMol25 structures with the same formula, charge and spin	125.76	kcal/mol
2S+1	1
E_tot	-30725.9611	eV
LUMO energy (alpha / beta)	-1.14 / -1.13	eV
gap between HOMO and LUMO (alpha / beta)	6.813 / 6.818	eV

Positions of all 10 atoms, in Å:
C 1.316 -1.018 -0.265
C -0.807 -1.014 1.877
C 0.261 -0.122 -0.104
C -0.253 1.069 -0.913
N -0.316 -0.298 1.055
Cl 1.999 -1.035 -1.836
Cl -0.758 -1.507 3.428
H 0.465 1.817 -0.948
H -1.140 1.373 -0.415
H -0.768 0.734 -1.880

Löwdin population analysis, charges in e, atoms 1 to 4: C -0.488; C -0.539; C -0.503; C -0.053

[7]
2 unconnected molecules or ions with the total composition C4H3Cl2N in a non-equilibrium geometry. Source: the Open Molecules 2025 dataset; level of theory: ωB97M-V/def2-TZVPD.

Computed properties:
HOMO energy	-0.3665	Eh
energy above the lowest of the compared OMol25 structures with the same formula, charge and spin	110.49	kcal/mol
2S+1	1
E_tot	-30726.6235	eV
LUMO energy	-3.67	eV
gap between HOMO and LUMO	6.308	eV

Positions of all 10 atoms, in Å:
C -1.034 -1.052 -1.687
C -0.644 -0.244 -0.688
C -0.440 0.767 0.148
C 0.802 0.722 0.986
N -1.652 -1.738 -2.408
Cl 1.354 -2.349 -0.339
Cl -1.591 2.090 0.152
H 0.568 0.483 2.113
H 1.428 1.577 0.947
H 1.208 -0.256 0.774

Löwdin population analysis, charges in e, atoms 1 to 4: C -0.279; C -0.009; C -0.656; C -0.103

[8]
A single C4H3Cl3 molecule in a non-equilibrium geometry. Source: the Open Molecules 2025 dataset; level of theory: ωB97M-V/def2-TZVPD.

Computed properties:
HOMO energy	-0.3323	Eh
energy above the lowest of the compared OMol25 structures with the same formula, charge and spin	0.00	kcal/mol
2S+1	1
E_tot	-41762.7508	eV
LUMO energy	0.09	eV
SMILES	C=C(Cl)/C(Cl)=C/Cl
gap between HOMO and LUMO	9.130	eV

Positions of all 10 atoms, in Å:
Cl -1.943 -0.249 -1.072
Cl 0.011 -1.216 3.065
Cl 1.941 0.070 0.965
C 0.509 0.792 -1.661
C -0.294 0.175 -0.739
C -0.563 -0.696 1.530
C 0.249 -0.119 0.591
H 1.540 1.047 -1.391
H 0.141 1.121 -2.631
H -1.592 -0.926 1.343

Löwdin population analysis, charges in e, atoms 1 to 4: Cl 0.697; Cl 0.616; Cl 0.681; C -0.005